## w
Molecular formula: C4H11OP
Method: DFT, ωB97M-V/def2-TZVPD

Values from the calculation:
frontier orbital gap = 9.69 eV
net charge = 0
LUMO = 0.87 eV

CARTESIAN COORDINATES (ANGSTROEM)
1 C 0.59234 1.30829 1.51986
2 C 0.02818 0.23097 -1.73267
3 C -0.65696 0.68167 0.96492
4 C -0.06778 -0.57672 -0.46265
5 O 1.10210 -1.19168 -0.06762
6 P -1.45113 -1.80489 -0.40474
7 H 0.34210 2.08117 2.24644
8 H 1.18593 1.77455 0.73158
9 H 1.20693 0.56185 2.02391
10 H 0.73201 1.05607 -1.62371
11 H -0.94738 0.63210 -1.99550
12 H 0.37044 -0.40843 -2.54676
13 H -1.31124 1.36699 0.44484
14 H -1.18343 0.06040 1.67994
15 H 1.84897 -0.58591 -0.16835
16 H -0.91236 -2.47141 0.68604
17 H -0.87872 -2.71501 -1.29552

---

## x
Molecular formula: C4H11OP
Method: DFT, ωB97M-V/def2-TZVPD

Values from the calculation:
frontier orbital gap (alpha / beta) = 7.39 / 8.99 eV
net charge = 0
LUMO (alpha / beta) = 0.01 / 0.95 eV

CARTESIAN COORDINATES (ANGSTROEM)
1 C 2.21059 0.85727 0.27514
2 C -2.13937 1.05974 -0.46263
3 C 1.59212 -0.47852 0.52912
4 C -1.38117 0.13460 0.48409
5 O 1.69034 -1.30801 -0.63364
6 P -1.10492 -1.57679 0.09389
7 H 1.82359 1.46367 1.03407
8 H 1.76645 1.31781 -0.66253
9 H 3.21031 0.60318 0.40466
10 H -1.94976 0.87645 -1.61864
11 H -1.84461 2.03169 -0.20559
12 H -3.18872 0.97639 -0.38807
13 H 1.70688 -0.89673 1.44572
14 H -0.70854 0.69312 1.18860
15 H 1.95806 -2.22298 -0.41085
16 H -1.28590 -1.52236 -1.36678
17 H -2.35533 -2.00854 0.29342

---

w wins, 345.1 kJ/mol ahead of the next structure.